--- a ---
This record from the OMol25 dataset describes the ion C3H8N3 with charge +1. The level of theory is ωB97M-V/def2-TZVPD.

Each line ends with the Löwdin charge.
Atoms and positions in Å:
C1 -1.067 0.651 -0.512  0.01
C2 -1.410 0.005 0.798  0.00
C3 0.653 -1.357 -0.550  0.05
N1 1.015 -0.407 0.467  -0.08
N2 1.712 0.704 0.058  0.10
N3 -0.286 -0.464 0.074  -0.16
H1 -1.872 0.535 -1.237  0.14
H2 -0.651 1.710 -0.462  0.15
H3 -1.068 0.508 1.733  0.16
H4 -2.382 -0.529 0.805  0.15
H5 0.905 -1.197 -1.624  0.16
H6 0.678 -2.420 -0.253  0.14
H7 2.615 0.735 0.469  0.11
H8 1.159 1.525 0.236  0.08

As for the LUMO energy: -2.95 eV. The charge is +1.


--- b ---
This record from the OMol25 dataset describes the ion C3H8N3 with charge +1. The level of theory is ωB97M-V/def2-TZVPD.

Each line ends with the Löwdin charge.
Atoms and positions in Å:
C1 -0.549 0.541 0.001  -0.23
C2 0.789 0.452 0.784  -0.11
C3 0.435 -1.511 -0.293  -0.17
N1 1.542 -0.559 0.011  -0.05
N2 -0.665 -0.657 -0.582  0.12
N3 -1.438 1.526 -0.088  0.24
H1 1.367 1.450 0.851  0.16
H2 0.543 0.067 1.802  0.15
H3 0.825 -2.201 -1.049  0.15
H4 0.426 -1.947 0.742  0.15
H5 1.884 -0.049 -0.864  0.15
H6 -1.459 -0.816 -1.172  0.17
H7 -1.380 2.284 0.492  0.10
H8 -2.320 1.419 -0.635  0.17

As for the LUMO energy: -3.64 eV. The charge is +1.


Most stable pick: b. Distance to second place: 0.1860 hartree.


--- a ---
This record from the OMol25 dataset describes a structure of composition C3H8N3. The level of theory is ωB97M-V/def2-TZVPD.

Each line ends with the Löwdin charge.
Atoms and positions in Å:
C1 -1.714 -0.804 0.273  -0.09
C2 3.276 0.232 -0.016  -0.08
C3 -2.018 1.010 -0.434  0.04
N1 -2.883 0.021 0.004  0.13
N2 2.055 -0.109 0.013  0.00
N3 -0.931 0.372 -0.006  0.12
H1 -1.734 -1.145 1.379  0.19
H2 -1.419 -1.473 -0.409  0.10
H3 4.194 -0.416 -0.119  0.10
H4 3.520 1.213 0.273  0.05
H5 -2.011 1.969 -0.844  0.15
H6 -3.894 -0.044 -0.010  0.17
H7 1.864 -1.089 0.025  0.04
H8 0.003 0.478 -0.316  0.09

As for the LUMO energy: -4.04 eV. The charge is +1.


--- b ---
This record from the OMol25 dataset describes a cluster of 2 separate species, C3H8N3 in total. The level of theory is ωB97M-V/def2-TZVPD.

Each line ends with the Löwdin charge.
Atoms and positions in Å:
C1 2.517 -1.305 2.018  0.02
C2 -2.051 0.684 -0.333  0.12
C3 0.491 -0.268 -0.650  -0.08
N1 1.796 -0.605 1.215  -0.06
N2 1.554 -0.218 0.059  -0.03
N3 -1.975 1.454 -1.370  0.18
H1 3.223 -2.238 1.622  0.14
H2 2.538 -1.135 3.080  0.06
H3 -2.579 -0.308 -0.370  0.16
H4 0.328 0.093 -1.603  0.03
H5 -0.398 -0.839 -0.298  0.06
H6 -1.727 1.268 0.476  0.11
H7 -2.185 1.099 -2.298  0.15
H8 -1.531 2.319 -1.549  0.15

As for the LUMO energy: -5.63 eV. The charge is +1.


Most stable pick: a. Distance to second place: 0.0885 hartree.


--- a ---
This record from the OMol25 dataset describes a cluster of 2 separate species, C3H8N3 in total. The level of theory is ωB97M-V/def2-TZVPD.

Each line ends with the Löwdin charge.
Atoms and positions in Å:
C1 2.082 0.007 -0.626  -0.09
C2 1.012 -1.087 -0.843  -0.20
C3 -3.550 0.708 0.844  0.13
N1 0.325 0.072 0.877  0.13
N2 1.471 0.575 0.508  0.06
N3 0.020 -0.911 0.062  0.12
H1 3.093 -0.323 -0.303  0.16
H2 2.152 0.906 -1.449  0.21
H3 0.681 -1.335 -1.889  0.17
H4 1.534 -2.055 -0.734  0.17
H5 -3.393 1.026 -0.174  -0.01
H6 -2.773 0.374 1.472  -0.04
H7 -4.567 0.707 1.227  0.00
H8 1.912 1.336 1.028  0.19

As for the LUMO energy (alpha / beta): -4.99 / -8.50 eV. The charge is +1.


--- b ---
This record from the OMol25 dataset describes the ion C3H8N3 with charge +1. The level of theory is ωB97M-V/def2-TZVPD.

Each line ends with the Löwdin charge.
Atoms and positions in Å:
C1 -1.758 -0.209 0.353  -0.25
C2 -0.804 0.893 -0.134  -0.16
C3 1.199 -0.052 0.428  -0.11
N1 -2.461 -1.068 -0.133  0.16
N2 2.333 -0.613 0.119  0.21
N3 0.375 0.303 -0.513  0.08
H1 -1.672 -0.073 1.431  0.11
H2 -1.203 1.291 -1.072  0.15
H3 -0.661 1.618 0.663  0.14
H4 1.087 0.252 1.420  0.16
H5 3.137 -0.349 0.708  0.17
H6 2.510 -0.874 -0.807  0.12
H7 -2.678 -1.022 -1.113  0.07
H8 0.597 -0.096 -1.351  0.15

As for the LUMO energy: -4.27 eV. The charge is +1.


--- c ---
This record from the OMol25 dataset describes the ion C3H8N3 with charge +1. The level of theory is ωB97M-V/def2-TZVPD.

Each line ends with the Löwdin charge.
Atoms and positions in Å:
C1 -0.386 0.206 -2.429  0.06
C2 0.487 0.194 -1.482  0.03
C3 0.273 0.696 1.048  -0.19
N1 0.157 0.689 2.374  0.18
N2 0.117 -0.220 0.205  -0.08
N3 -0.453 -1.504 0.254  0.13
H1 -0.304 0.499 -3.446  0.08
H2 -1.402 -0.243 -2.342  0.11
H3 1.474 0.504 -1.300  0.09
H4 0.566 1.632 0.562  0.16
H5 0.331 1.509 2.923  0.13
H6 -0.505 -1.861 1.176  0.08
H7 0.034 -2.127 -0.385  0.12
H8 -0.390 0.026 2.843  0.10

As for the LUMO energy: -3.27 eV. The charge is +1.


--- d ---
This record from the OMol25 dataset describes a structure of composition C3H8N3. The level of theory is ωB97M-V/def2-TZVPD.

Each line ends with the Löwdin charge.
Atoms and positions in Å:
C1 0.083 0.903 1.475  -0.17
C2 0.410 0.366 0.113  -0.56
C3 0.818 -1.083 -0.140  0.01
N1 1.219 1.807 1.377  0.17
N2 1.547 1.241 0.183  0.12
N3 -0.611 0.708 -0.978  0.25
H1 -0.952 1.221 1.751  0.14
H2 0.233 0.391 2.408  0.13
H3 -0.109 -1.779 -0.095  0.13
H4 1.586 -1.269 0.571  0.09
H5 1.030 -1.205 -1.258  0.12
H6 -1.511 0.324 -0.523  0.21
H7 -0.335 0.044 -1.741  0.16
H8 -0.521 1.737 -1.173  0.20

As for the LUMO energy: -4.85 eV. The charge is +1.


Most stable pick: b. Distance to second place: 0.0419 hartree.


--- a ---
This record from the OMol25 dataset describes an isolated molecule of C4H3NO. The level of theory is ωB97M-V/def2-TZVPD.

Each line ends with the Löwdin charge.
Atoms and positions in Å:
O1 0.865 -0.809 1.035  0.00
C1 0.385 -0.273 -0.167  -0.40
C2 -1.988 0.611 0.051  0.22
C3 -1.131 -0.326 -0.250  -0.21
C4 0.884 1.107 -0.395  -0.16
N1 1.300 2.171 -0.563  0.17
H1 0.482 -0.303 1.766  0.11
H2 0.804 -0.901 -0.958  0.15
H3 -1.600 -1.277 -0.519  0.11

As for the LUMO energy: -1.23 eV. The charge is 0.


--- b ---
This record from the OMol25 dataset describes a cluster of 2 separate species, C4H3NO in total. The level of theory is ωB97M-V/def2-TZVPD.

Each line ends with the Löwdin charge.
Atoms and positions in Å:
C1 1.116 -0.560 0.050  -0.20
C2 -1.918 -0.019 -0.001  0.03
C3 -1.514 1.002 0.559  0.02
C4 1.330 0.715 -0.028  -0.21
N1 1.194 -1.723 -0.271  0.13
O1 1.669 1.782 0.379  0.11
H1 -2.148 -0.781 -0.683  0.02
H2 1.405 -2.072 -1.229  0.10
H3 -1.135 1.655 1.225  0.00

As for the LUMO energy: -0.95 eV. The charge is 0.


Most stable pick: a. Distance to second place: 0.0380 hartree.


--- a ---
This record from the OMol25 dataset describes an isolated molecule of C4H3NO. The level of theory is ωB97M-V/def2-TZVPD.

Each line ends with the Löwdin charge.
Atoms and positions in Å:
C1 1.345 -0.428 -0.169  -0.20
C2 -0.023 -0.544 -0.075  -0.03
C3 -1.268 -0.216 0.168  0.00
C4 -2.611 0.195 0.142  -0.21
H1 1.111 1.458 0.594  0.00
H2 1.687 -0.850 0.829  0.13
H3 2.112 -1.050 -1.008  0.21
N1 -3.767 0.327 -0.319  0.13
O1 1.416 1.108 -0.161  -0.04

As for the LUMO energy: -0.44 eV. The charge is 0.


--- b ---
This record from the OMol25 dataset describes an isolated molecule of C4H3NO. The level of theory is ωB97M-V/def2-TZVPD.

Each line ends with the Löwdin charge.
Atoms and positions in Å:
C1 -2.120 -1.837 0.910  0.21
C2 -1.071 -1.642 0.232  -0.35
C3 0.001 -0.121 -0.040  -0.47
C4 0.864 1.061 -0.275  0.00
N1 -1.066 -0.114 0.717  0.17
O1 0.085 -1.369 -0.511  0.11
H1 1.901 0.613 -0.553  0.12
H2 0.827 1.660 0.676  0.10
H3 0.578 1.749 -1.156  0.11

As for the LUMO energy: -0.15 eV. The charge is 0.


--- c ---
This record from the OMol25 dataset describes a structure of composition C4H3NO. The level of theory is ωB97M-V/def2-TZVPD.

Each line ends with the Löwdin charge.
Atoms and positions in Å:
C1 -0.203 2.384 -2.194  -0.14
C2 0.224 0.160 -0.903  0.03
C3 -0.210 1.433 -1.145  -0.21
C4 -0.247 0.289 0.457  -0.19
N1 -0.176 3.126 -3.040  0.18
O1 -0.649 1.642 0.212  -0.02
H1 0.316 -0.803 -1.366  0.11
H2 -0.916 -0.459 0.707  0.11
H3 0.475 0.465 1.200  0.12

As for the LUMO energy: 0.19 eV. The charge is 0.


Most stable pick: c. Distance to second place: 0.0814 hartree.


--- a ---
This record from the OMol25 dataset describes an isolated molecule of C3H6ClNS. The level of theory is ωB97M-V/def2-TZVPD.

Each line ends with the Löwdin charge.
Atoms and positions in Å:
C1 -0.227 -1.622 0.652  -0.94
C2 -1.902 -0.712 -0.826  -0.13
C3 1.482 0.657 1.745  -0.46
N1 -0.838 -0.705 0.152  -0.12
S1 1.404 -1.136 1.888  0.69
Cl1 -0.313 -3.319 0.351  0.62
H1 -2.310 -1.799 -0.755  0.08
H2 -1.591 -0.489 -1.921  0.11
H3 -2.578 0.156 -0.587  0.08
H4 0.940 0.971 2.658  0.02
H5 0.975 0.934 0.847  0.00
H6 2.549 0.957 1.864  0.04

As for the LUMO energy: 0.64 eV. The charge is 0.


--- b ---
This record from the OMol25 dataset describes a cluster of 2 separate species, C3H6ClNS in total. The level of theory is ωB97M-V/def2-TZVPD.

Each line ends with the Löwdin charge.
Atoms and positions in Å:
C1 0.967 0.843 -0.036  -0.80
C2 -0.447 -0.767 -1.307  -0.07
C3 -0.727 0.048 2.020  -0.49
N1 0.580 0.288 -1.153  -0.12
S1 2.072 1.754 0.586  0.68
Cl1 0.686 0.052 2.982  0.51
H1 -0.049 -1.420 -2.060  0.08
H2 -0.351 -1.183 -0.342  0.03
H3 -1.544 -0.580 -1.523  0.11
H4 -0.906 -0.762 1.324  -0.03
H5 -0.898 1.018 1.603  -0.02
H6 0.616 0.709 -2.093  0.14

As for the LUMO energy (alpha / beta): -0.25 / 0.03 eV. The charge is 0.


Most stable pick: a. Distance to second place: 0.1001 hartree.